[1]
27
Properties=species:S:1:pos:R:3:forces:R:3:lowdin_charge:R:1 method="wB97M-V/def2-TZVPD" e_above_lowest_kj_mol=691.6 multiplicity=1 orbital_gap_ev="7.17 / 7.16" total_charge=0
C -1.279 0.865 -1.059 1.22 1.33 1.01 -0.032
C -0.869 1.139 0.248 -1.68 -0.14 -0.80 -0.301
C -1.007 -0.405 -1.813 -0.67 0.65 -0.17 -0.141
C 0.553 -0.873 -1.677 1.16 1.51 -1.64 -0.119
C -0.431 0.174 1.189 2.60 0.00 -0.90 -0.076
C 1.270 -0.654 -0.402 -1.32 -0.76 1.83 -0.250
C -1.107 2.563 0.713 4.49 1.07 -1.40 -0.044
C -0.981 -1.146 1.508 -0.75 0.64 0.24 -0.082
C 1.742 -1.769 0.554 -1.75 -0.85 -0.99 -0.044
N 1.817 0.631 -0.282 -0.27 -0.16 0.15 -0.431
O 1.596 1.466 -1.158 0.01 0.17 -0.37 0.033
O 2.392 0.898 0.760 1.12 0.42 0.87 0.012
H -1.457 1.873 -1.565 -0.07 -1.96 0.01 0.129
H -1.628 -1.278 -1.511 0.50 0.59 0.44 0.101
H -1.389 -0.272 -2.864 1.11 -0.03 0.71 0.116
H 0.526 -1.865 -2.084 0.32 -0.83 0.44 0.097
H 1.268 -0.291 -2.386 -1.91 -0.67 0.59 0.147
H 0.278 0.477 1.993 -0.66 0.53 -0.73 0.137
H -0.400 3.064 1.433 -0.14 -1.20 -0.51 0.108
H -1.991 2.609 1.176 -3.70 0.34 1.53 0.028
H -1.036 3.251 -0.149 -0.48 -0.34 0.30 0.087
H -0.365 -1.545 2.296 0.54 -0.92 -0.32 0.065
H -1.071 -1.743 0.572 -0.75 0.01 1.30 0.093
H -1.849 -0.858 2.155 -0.38 -0.79 -1.14 0.117
H 1.622 -1.611 1.641 -0.22 0.36 -0.65 0.064
H 2.786 -2.076 0.482 0.00 -0.02 -0.65 0.075
H 1.013 -2.625 0.231 1.70 1.05 0.87 0.112



[2]
27
Properties=species:S:1:pos:R:3:forces:R:3:lowdin_charge:R:1 method="wB97M-V/def2-TZVPD" e_above_lowest_kj_mol=541.5 multiplicity=1 orbital_gap_ev=9.74 total_charge=0 smiles="CC(C)=CC1([N+](=O)[O-])[C@@H](C)[C@@H]1C"
C 0.453 -0.621 -0.911 -0.80 2.21 1.59 0.011
C 1.426 0.320 -0.988 -0.98 -1.52 -1.65 -0.260
C -1.087 0.271 1.129 0.38 0.16 -0.04 -0.223
C -0.948 -1.260 1.180 -1.88 0.91 0.01 -0.201
C -0.893 -0.485 -0.115 4.47 -1.82 -0.58 -0.320
C 2.529 0.062 -2.036 -2.41 -1.94 1.37 -0.041
C 1.489 1.708 -0.370 -1.29 -2.76 -2.50 -0.007
C -2.256 1.188 1.190 -2.22 0.74 0.41 -0.048
C 0.340 -1.718 1.711 0.97 -0.53 2.01 -0.072
N -1.897 -0.620 -1.091 -3.50 0.76 -0.70 -0.367
O -2.846 -1.354 -0.894 -0.01 -0.90 0.53 0.092
O -1.885 0.121 -2.051 0.92 0.45 -0.51 0.100
H 0.394 -1.569 -1.427 0.82 0.01 -0.34 0.125
H -0.151 0.674 1.480 0.01 0.59 0.03 0.120
H -1.804 -1.822 1.524 -0.39 -0.02 -0.71 0.144
H 3.442 0.402 -1.685 2.03 0.51 0.55 0.047
H 2.538 -1.035 -2.275 0.21 1.21 -0.09 0.100
H 2.198 0.671 -2.831 0.01 0.45 -1.45 0.071
H 0.581 2.043 -0.023 -1.89 0.83 0.89 0.053
H 2.172 1.553 0.337 2.70 0.03 3.60 0.049
H 1.919 2.374 -1.040 0.58 1.31 -1.48 0.070
H -2.430 1.625 2.224 -0.17 -1.01 -1.06 0.097
H -3.203 0.740 0.704 1.28 0.46 1.30 0.112
H -2.125 2.104 0.586 0.53 -0.46 -0.01 0.081
H 0.957 -0.830 1.670 0.87 -0.24 0.17 0.066
H 0.853 -2.542 1.192 -0.40 0.27 0.02 0.092
H 0.234 -2.002 2.810 0.14 0.29 -1.35 0.111



[3]
28
Properties=species:S:1:pos:R:3:forces:R:3:lowdin_charge:R:1 method="wB97M-V/def2-TZVPD" e_above_lowest_kj_mol=206.1 multiplicity=1 orbital_gap_ev=9.73 total_charge=0 smiles="CC[C@@H](C)N1C[C@@H](C(=O)O)CC1=O"
O 2.456 0.142 0.056 -3.15 1.32 0.08 0.002
O -1.971 3.025 -2.460 1.85 1.03 1.06 0.082
O -0.334 4.100 -1.215 -0.37 -2.12 -1.17 0.105
C 1.352 0.672 -0.313 3.42 -5.43 1.37 -0.420
C -0.888 3.026 -1.888 -0.32 -2.08 -0.82 -0.436
N 0.103 0.098 -0.070 1.92 1.08 0.29 -0.025
C -0.764 -3.409 1.390 1.43 1.20 -0.62 -0.075
C 0.817 -0.879 2.272 -2.33 0.63 -0.55 -0.028
C 1.412 1.682 -1.328 -3.26 1.31 -0.51 -0.041
C -0.990 0.804 -0.767 1.23 0.25 0.49 -0.072
C -0.012 -2.375 0.347 -1.85 0.57 1.40 -0.148
C -0.114 1.640 -1.802 -0.12 1.75 -0.60 -0.120
C -0.104 -0.945 0.978 2.02 -0.29 -0.88 -0.309
H -0.890 4.792 -1.552 -0.58 1.30 0.12 0.103
H -0.203 -3.432 2.347 -0.34 -0.45 -0.68 0.055
H -0.849 -4.377 0.909 0.28 -0.28 0.24 0.048
H -1.811 -3.114 1.643 0.83 0.32 -0.49 0.077
H 1.801 -1.204 2.046 0.85 -0.09 -0.11 0.057
H 0.789 0.100 2.770 0.30 -0.03 -0.55 0.084
H 0.346 -1.525 3.017 0.15 -0.21 -0.18 0.061
H 1.734 2.585 -0.835 -0.18 0.68 -0.10 0.126
H 2.108 1.459 -2.117 0.14 -0.30 -0.14 0.128
H -1.536 1.497 -0.047 0.40 -0.88 -0.92 0.145
H -1.703 0.098 -1.265 0.63 0.71 0.43 0.139
H 1.053 -2.388 0.070 -0.27 -1.30 0.34 0.109
H -0.627 -2.447 -0.565 0.38 0.36 0.13 0.095
H -0.085 1.123 -2.807 -0.60 0.85 1.06 0.162
H -1.091 -0.750 1.184 -2.46 0.13 1.31 0.096



[4]
30
Properties=species:S:1:pos:R:3:forces:R:3:lowdin_charge:R:1 method="wB97M-V/def2-TZVPD" e_above_lowest_kj_mol=161.1 multiplicity=1 orbital_gap_ev=9.33 total_charge=0
C 1.402 1.306 0.150 -3.16 -1.31 -0.45 -0.386
C 0.106 -0.891 -1.658 0.64 0.81 -1.71 -0.437
C -0.662 -1.824 0.513 -0.39 -0.53 -0.61 -0.187
C -1.464 -1.158 1.659 0.96 -1.53 -1.76 -0.290
C -0.426 0.617 0.137 3.03 1.82 0.60 -0.323
C 0.395 -2.256 -2.236 -1.61 -1.80 4.61 0.013
C -2.614 1.917 0.223 -0.36 -0.25 0.88 -0.128
C 3.622 0.714 0.698 0.44 1.72 -2.03 -0.025
C -1.195 1.789 -0.491 -1.95 -0.64 0.33 -0.174
N -0.452 -0.710 -0.394 0.87 0.20 -1.90 -0.055
O 1.519 2.490 0.058 0.68 -0.67 0.42 0.102
O 0.342 0.029 -2.448 -0.37 -0.15 1.64 0.060
O 0.703 0.200 2.389 4.41 -1.34 2.43 -0.469
O 2.301 0.320 0.214 -0.23 0.60 0.52 -0.081
S -0.642 0.387 2.022 -3.95 1.84 -2.97 0.961
H 0.246 -2.276 0.932 0.22 0.39 -0.22 0.121
H -1.140 -2.659 -0.122 0.09 1.25 1.52 0.146
H -2.448 -0.983 1.230 -0.35 0.15 0.85 0.095
H -1.319 -1.812 2.488 -0.87 -0.31 1.02 0.082
H -0.485 -2.569 -2.711 -1.39 -0.32 -1.11 0.071
H 0.502 -3.083 -1.449 0.24 1.17 -0.88 0.098
H 1.180 -2.324 -2.886 2.04 0.47 -1.58 0.053
H -3.212 0.971 0.224 0.40 0.53 -1.02 0.064
H -3.182 2.738 -0.226 -0.06 -0.38 -0.09 0.064
H -2.717 2.076 1.334 1.14 0.46 -0.89 0.059
H 3.675 0.729 1.797 0.08 -1.20 -0.40 0.091
H 3.656 1.844 0.508 0.58 -1.57 -0.32 0.099
H 4.371 0.108 0.015 -1.33 1.33 2.06 0.135
H -0.591 2.729 -0.401 -0.65 -0.99 -0.09 0.114
H -1.473 1.583 -1.569 0.83 0.24 1.17 0.126



[5]
28
Properties=species:S:1:pos:R:3:forces:R:3:lowdin_charge:R:1 method="wB97M-V/def2-TZVPD" multiplicity=1 orbital_gap_ev=6.69 total_charge=-1 smiles="CC(=O)OCCCCCCC(=O)[O-]"
C 2.977 -1.860 -0.022 0.37 0.85 0.25 -0.017
C 2.445 -0.778 -1.103 -1.68 -1.63 -1.63 -0.417
O 1.626 -1.125 -1.984 3.03 1.73 3.24 0.070
O 2.986 0.530 -0.982 -1.38 -1.67 0.48 -0.098
C 1.950 1.525 -0.717 -0.48 1.60 0.05 -0.177
C 1.162 1.288 0.666 -0.33 0.86 -0.18 -0.161
C -0.463 1.319 0.496 1.04 -0.04 0.96 -0.170
C -1.068 0.228 1.506 -1.29 0.54 0.39 -0.221
C -2.387 -0.521 0.987 -0.33 -0.96 0.57 -0.238
C -2.326 -1.031 -0.532 -0.39 0.69 0.80 -0.139
C -3.043 0.012 -1.553 -2.15 3.12 -1.09 -0.602
O -2.904 -0.214 -2.804 0.04 0.00 3.00 -0.131
O -3.778 1.093 -1.073 3.28 -4.70 -1.01 -0.237
H 2.095 -2.345 0.532 1.17 0.78 -1.18 0.090
H 3.611 -1.320 0.775 -0.88 -0.87 -1.36 0.081
H 3.609 -2.678 -0.532 -1.10 1.35 0.69 0.087
H 1.260 1.627 -1.630 0.80 -0.49 1.45 0.134
H 2.489 2.543 -0.630 -0.52 -1.81 -0.29 0.125
H 1.424 2.166 1.370 -0.20 -1.45 -1.04 0.107
H 1.526 0.343 1.205 -0.57 1.22 -1.01 0.095
H -0.778 1.199 -0.592 0.37 -0.09 1.52 0.107
H -0.794 2.366 0.850 0.29 -1.69 -0.77 0.114
H -1.380 0.808 2.460 0.58 -0.99 -1.32 0.105
H -0.313 -0.558 1.865 -0.80 1.15 -0.86 0.092
H -2.498 -1.472 1.643 0.25 1.43 -0.82 0.092
H -3.346 0.085 1.196 1.67 -0.71 -0.74 0.105
H -1.221 -1.178 -0.805 -1.63 0.14 0.03 0.099
H -2.863 -2.052 -0.591 0.83 1.64 -0.14 0.106



[6]
25
Properties=species:S:1:pos:R:3:forces:R:3:lowdin_charge:R:1 method="wB97M-V/def2-TZVPD" e_above_lowest_kj_mol=613.1 multiplicity=1 orbital_gap_ev="7.82 / 6.58" total_charge=0
C 2.797 -3.383 1.202 -0.08 -3.63 2.19 -0.002
C -2.083 -1.727 -1.697 1.62 3.20 2.58 0.139
C 2.262 -2.233 0.828 1.04 -0.04 -0.43 -0.226
C 1.043 -1.986 0.210 0.16 0.62 0.90 -0.108
C 0.509 -0.764 -0.003 -0.20 1.50 -0.66 -0.218
C -0.728 -0.461 -0.536 -2.12 -2.22 -2.70 -0.314
C 1.542 2.397 -0.240 -1.49 0.04 0.07 -0.153
C -2.645 1.612 -0.589 1.53 3.63 0.53 -0.278
C 0.027 2.169 0.057 1.09 -0.42 -2.41 -0.421
P -0.841 1.123 -1.265 -2.50 2.27 1.09 0.897
H 3.787 -3.442 1.729 -1.00 0.28 -0.84 0.065
H 2.197 -4.384 1.334 1.05 2.03 -0.77 0.096
H -3.030 -1.165 -1.973 1.42 -0.85 0.32 0.000
H -2.059 -2.627 -1.113 -0.32 -0.50 -0.24 -0.045
H 2.924 -1.428 0.915 0.80 1.51 0.17 0.088
H 0.417 -2.783 0.078 -1.56 -2.15 -0.58 0.085
H 1.069 0.198 0.117 0.01 -1.63 0.44 0.068
H 1.903 2.949 0.582 0.52 2.10 0.42 0.053
H 2.178 1.587 -0.025 0.41 -1.92 -0.35 0.027
H 1.777 2.719 -1.262 -0.16 0.44 0.56 0.081
H -3.119 2.488 -1.197 0.97 -1.52 1.02 0.052
H -2.705 1.912 0.553 0.54 -0.59 -2.24 0.072
H -3.232 0.784 -0.701 -1.67 -2.18 -0.39 -0.067
H -0.518 3.098 0.111 -0.04 0.40 -0.06 0.060
H -0.143 1.621 0.939 -0.03 -0.39 1.40 0.050



Result set for DFT total energy: -15154.4560 -15156.0115 -17208.1641 -30088.2976 -17765.0970 -18856.5446 eV, one per record in the order listed.
Result set for molar mass: 169.22 169.22 185.22 233.29 187.22 154.19 g mol⁻¹, one per record in the order listed.